Record 1
19
Properties=species:S:1:pos:R:3:mulliken_charge:R:1 method="wB97M-V/def2-TZVPD" smiles="C=C(N)C[C@@H](C)N" homo_lumo_gap_ev=9.26 relative_energy_ev=2.4305 lumo_ev=1.012
C -0.17889 -1.71183 -1.20112 -1.19
C -0.35583 -0.98879 0.32059 0.37
C 0.58467 0.26174 0.38903 -1.29
C 0.04283 1.58534 -0.20130 0.77
C 0.42597 1.92364 -1.37236 -1.04
N -0.74058 2.19043 0.74444 -0.43
N 0.08651 -1.97994 1.41738 -0.64
H -1.23165 -1.93054 -1.52911 0.25
H 0.31195 -1.08816 -1.91960 0.28
H 0.57831 -2.49504 -1.03960 0.45
H -1.25941 -0.63529 0.62405 0.42
H 0.88451 0.44853 1.53350 0.30
H 1.60810 0.03152 -0.04780 0.38
H 0.28030 2.92211 -1.62404 0.35
H 1.09187 1.22995 -1.91133 0.21
H -0.83615 3.14796 0.80660 0.19
H -0.89302 1.73402 1.66141 0.21
H -0.40788 -1.75900 2.28127 0.22
H 0.00837 -2.88664 1.06796 0.18

Record 2
12
Properties=species:S:1:pos:R:3:mulliken_charge:R:1 method="wB97M-V/def2-TZVPD" smiles=Cc1ccoc1 homo_lumo_gap_ev=9.69 relative_energy_ev=0.7024 lumo_ev=1.080
C 1.05445 -0.14657 -1.36530 -1.13
C 0.15842 -0.25394 -0.17531 0.68
C 0.44031 -0.66365 1.09000 -0.49
O -0.53118 -0.27671 1.96079 -0.31
C -1.44622 0.39646 1.21862 -0.32
C -1.12125 0.37619 -0.08856 -0.42
H 2.01924 -0.62746 -1.18884 0.33
H 1.23959 0.91839 -1.57254 0.26
H 0.58957 -0.57389 -2.25738 0.30
H 1.27389 -1.20421 1.51579 0.41
H -1.98198 1.20836 1.67115 0.33
H -1.69529 0.86776 -0.86031 0.38

Record 3
11
Properties=species:S:1:pos:R:3:lowdin_spin:R:1 method="wB97M-V/def2-TZVPD" s2=0.75 spin_multiplicity=2 homo_lumo_gap_ev="5.12 / 8.07" charge=+1 lumo_ev="-4.563 / -4.663"
O 2.46589 -1.99134 0.48480 0.00
C 3.48317 -2.19109 0.03345 0.00
C -0.12978 0.71891 1.35222 0.00
C -1.42844 0.68768 1.34281 0.00
H -2.25001 0.27486 1.91365 0.00
Li 0.55331 -1.41598 1.21067 0.02
O -1.68288 1.11690 -0.52029 0.03
C -0.43441 1.03821 -0.82084 0.03
O -0.08561 -0.02065 -1.39947 0.12
O 0.31287 1.42622 0.22152 0.01
Yb -0.80412 0.35628 -3.81851 0.79

Record 4
53
Properties=species:S:1:pos:R:3:lowdin_spin:R:1 method="wB97M-V/def2-TZVPD" s2=6.04 spin_multiplicity=5 homo_lumo_gap_ev="5.38 / 5.42" charge=-2 relative_energy_ev=0.0324 lumo_ev="4.118 / 4.117"
Mn 0.35655 -0.54812 0.65376 3.75
C 2.41577 -0.37362 4.35909 0.00
C 1.23764 -0.38215 3.41463 0.02
O 1.53216 -0.62501 2.20087 0.02
C -0.02139 -0.09721 3.90854 0.01
C -1.19326 0.01626 3.11874 0.02
C -2.47669 0.41454 3.79108 0.00
N -1.19314 -0.18537 1.83260 -0.04
N -2.40639 -0.00342 1.15885 0.00
C -2.19711 -0.10906 -0.11419 0.00
O -1.05226 -0.36067 -0.66147 0.01
C -3.35822 0.06510 -1.03255 0.00
C -4.63320 0.34788 -0.54768 0.00
C -5.69511 0.50552 -1.42326 0.00
C -5.49596 0.38438 -2.79430 0.00
C -4.22656 0.10596 -3.28012 0.00
C -3.16149 -0.05307 -2.40366 0.00
H 3.21380 -0.98660 3.94486 0.00
H 2.14021 -0.73534 5.35017 0.00
H 2.78181 0.65160 4.45109 0.00
H -0.11602 0.09712 4.96775 0.00
H -2.33586 0.47839 4.86891 0.00
H -3.26612 -0.29829 3.55521 0.00
H -2.79967 1.38202 3.40386 0.00
H -4.76699 0.44248 0.52144 0.00
H -6.68358 0.72652 -1.03705 0.00
H -6.32708 0.50940 -3.47881 0.00
H -4.06221 0.01349 -4.34709 0.00
H -2.16267 -0.26583 -2.75970 0.00
Br 2.69219 -6.77505 -1.58778 0.00
C 2.41944 -4.91842 -1.29401 0.01
C 3.20207 -3.98472 -1.94316 0.00
Br 4.56940 -4.51950 -3.14529 0.00
C 2.97585 -2.61389 -1.70555 0.01
Br 4.00374 -1.26489 -2.55141 0.00
C 1.98810 -2.17785 -0.84079 0.00
O 1.74983 -0.90957 -0.59759 0.03
C 1.16184 -3.14320 -0.15519 0.01
O 0.25992 -2.69473 0.63859 0.08
C 1.41226 -4.49633 -0.41052 0.01
Br 0.30367 -5.72571 0.51405 0.00
Se 0.56748 2.39507 0.87498 0.06
C 1.65585 3.03949 -0.54649 0.01
C 2.75096 2.30573 -1.02332 0.00
C 3.55188 2.79113 -2.04538 0.00
C 3.29363 4.02778 -2.62812 0.00
C 2.20830 4.76496 -2.17149 0.00
C 1.40300 4.27695 -1.15187 0.00
H 2.94886 1.33101 -0.59708 0.00
H 4.38135 2.18812 -2.39827 0.00
H 3.91894 4.40287 -3.43061 0.00
H 1.98070 5.72833 -2.61799 0.00
H 0.55381 4.85552 -0.80726 0.00

Record 5
269
Properties=species:S:1:pos:R:3:mulliken_charge:R:1 method="wB97M-V/def2-TZVPD" homo_lumo_gap_ev=8.48 relative_energy_ev=1.8952 lumo_ev=0.429
C -0.59864 3.28224 7.58145 -0.97
O 0.52161 2.43508 7.41638 -0.03
C 1.47405 2.51558 8.45479 -0.84
C 2.57318 1.55045 8.18760 -0.41
N 2.13668 0.16562 8.29746 -0.40
C 3.16823 -0.83398 7.92125 -1.05
C 3.24605 -1.05541 6.39385 -0.42
O 1.98882 -1.34186 5.78658 -0.35
C 2.13808 -1.30653 4.35507 -1.00
H -1.14182 2.90804 8.44921 0.41
H -1.29678 3.27600 6.74440 0.20
H -0.38610 4.31134 7.87107 0.31
H 1.02946 2.31315 9.42919 0.37
H 1.83888 3.54197 8.41581 0.47
H 3.41697 1.77203 8.84107 0.47
H 2.87945 1.72565 7.15629 0.11
H 1.43577 0.05548 7.57865 0.12
H 2.86816 -1.76053 8.41071 0.39
H 4.16737 -0.48411 8.18087 0.44
H 3.95367 -1.84513 6.14146 0.54
H 3.64947 -0.14701 5.94647 0.20
H 2.00312 -0.27615 4.02611 0.38
H 1.35256 -1.92786 3.92494 0.35
H 3.12251 -1.59599 3.98737 0.48
C 1.73996 -1.98118 -2.84193 -0.89
O 1.31900 -1.19322 -1.73322 1.33
C 1.82289 -1.67712 -0.51554 0.03
C 1.27759 -0.96652 0.70596 0.66
N -0.18966 -1.02722 0.72922 0.08
C -0.80198 -0.06072 1.70334 0.48
C -2.27324 0.11365 1.34015 -1.49
O -2.38891 0.77651 0.03846 1.81
C -3.76032 1.12433 -0.23644 -0.82
H 1.62496 -3.05214 -2.67483 0.10
H 2.80247 -1.81918 -3.02337 0.17
H 1.13979 -1.77116 -3.72725 -0.09
H 2.89960 -1.84642 -0.50408 -0.01
H 1.48486 -2.70814 -0.41137 -0.45
H 1.48562 0.10293 0.67272 -0.53
H 1.68892 -1.39904 1.61801 -0.20
H -0.62337 -0.94631 -0.17932 -0.18
H -0.37413 0.94119 1.66833 -0.49
H -0.70621 -0.41564 2.72948 0.15
H -2.57720 0.73237 2.18448 0.25
H -2.76942 -0.84968 1.22227 0.25
H -4.15470 1.76501 0.55229 0.08
H -4.40788 0.24853 -0.27814 -0.14
H -3.79698 1.72377 -1.14608 0.07
C -7.61798 -1.53400 1.62398 -1.69
C -6.23065 -2.03053 2.07643 1.82
C -5.57577 -1.20251 3.17447 -0.56
O -5.33550 0.13782 2.77013 0.00
C -4.94091 0.95489 3.87265 -0.67
N -6.32877 -3.44173 2.50588 -0.76
H -8.33873 -1.56806 2.44096 0.39
H -8.02882 -2.09678 0.78578 0.44
H -7.62154 -0.49849 1.28367 0.27
H -5.61710 -2.09328 1.17770 -0.61
H -4.63817 -1.66885 3.47702 -0.04
H -6.22216 -1.19104 4.05205 0.44
H -4.05322 0.54043 4.35049 0.11
H -5.80096 1.06415 4.53331 0.44
H -4.59532 1.91476 3.48883 -0.05
H -6.81389 -4.04762 1.85962 0.26
H -5.41986 -3.87210 2.59941 0.24
C 4.23922 0.77076 -1.19583 -0.71
C 5.03868 2.06230 -0.72911 2.59
C 5.45972 2.04420 0.72024 -0.83
O 4.33698 2.07294 1.58775 0.19
C 4.73337 1.88304 2.94767 -0.79
N 6.09964 2.43633 -1.63393 -0.85
H 4.16107 0.79408 -2.28278 0.29
H 3.25045 0.63032 -0.75912 -0.37
H 4.82165 -0.11571 -0.94475 -0.24
H 4.25650 2.81379 -0.83661 -1.16
H 6.11218 2.89212 0.92865 0.44
H 5.96977 1.12226 0.99948 -0.15
H 3.88960 1.62028 3.58572 0.04
H 5.31368 2.74248 3.28337 0.38
H 5.40623 1.03845 3.09610 0.28
H 5.73124 2.46192 -2.57400 0.32
H 6.46921 3.35855 -1.45219 0.31
C -1.46205 2.76875 -3.20305 -1.69
C -0.70432 1.45117 -3.24349 2.77
C 0.17817 1.34258 -4.50936 -0.54
O -0.63956 1.19256 -5.65611 -0.33
C -0.05583 1.72874 -6.80646 -0.71
N 0.10287 1.34414 -2.09633 0.43
H -0.80720 3.63785 -3.14035 0.13
H -2.12354 2.71517 -2.33837 0.07
H -2.05623 2.78855 -4.11664 0.51
H -1.41425 0.62409 -3.24958 -1.71
H 0.90848 0.53651 -4.43873 -0.20
H 0.76757 2.25463 -4.60363 0.68
H 0.14997 2.79893 -6.78574 0.38
H -0.82124 1.73436 -7.58248 0.31
H 0.84906 1.19933 -7.10480 0.14
H 0.54479 0.43954 -2.17708 -0.35
H -0.40230 1.27106 -1.22480 0.07
C -9.89818 4.25239 0.01662 -0.94
C -10.02593 3.92429 -1.48849 0.62
C -9.03923 2.84453 -1.95314 -0.88
O -7.72272 3.19936 -1.53470 -0.17
C -6.78716 2.24529 -1.96473 -0.48
N -11.39439 3.69164 -1.90291 -0.73
H -10.46635 5.14478 0.27913 0.39
H -8.82825 4.40175 0.16164 0.01
H -10.16882 3.41488 0.65961 0.31
H -9.74422 4.81061 -2.05697 0.19
H -9.14691 2.74326 -3.03307 0.31
H -9.28897 1.87285 -1.52702 0.36
H -5.82516 2.58051 -1.57708 -0.26
H -6.65973 2.23200 -3.04718 0.37
H -6.89404 1.21844 -1.61509 0.39
H -11.95697 4.51348 -1.73501 0.26
H -11.49488 3.46270 -2.88147 0.22
C 0.20675 2.83134 3.90341 0.28
C -0.79606 3.94291 3.57149 0.75
C -0.38663 5.36201 3.90887 -1.15
O -0.03363 5.42673 5.26013 -0.08
C 0.53699 6.64752 5.72008 -0.97
N -0.95906 3.77688 2.15435 1.29
H -0.15501 1.81380 3.75562 -0.26
H 0.40079 2.84038 4.97596 -0.03
H 1.06091 3.03841 3.25871 -0.23
H -1.73810 3.73878 4.08040 0.30
H -1.17147 6.09451 3.72029 0.33
H 0.44418 5.74538 3.31651 0.39
H 0.32867 6.72213 6.78738 0.21
H 0.10521 7.49556 5.18859 0.38
H 1.60942 6.67353 5.52688 0.35
H -0.08768 3.81263 1.64491 -0.79
H -1.32056 2.94029 1.71900 -0.75
C -3.84361 -2.45572 -1.76610 -1.79
C -3.30533 -1.43038 -2.77842 2.71
C -2.26213 -2.16683 -3.65454 -0.46
O -2.67045 -3.38334 -4.31337 -0.49
C -1.63596 -4.17895 -4.90899 -0.19
N -4.40556 -0.75518 -3.45731 -0.58
H -4.57052 -1.99129 -1.09976 0.31
H -3.03686 -2.88590 -1.17265 0.14
H -4.31082 -3.25787 -2.33740 0.57
H -2.67186 -0.74385 -2.21673 -1.64
H -1.37104 -2.34338 -3.05213 -0.17
H -1.77985 -1.45076 -4.31994 0.52
H -2.00491 -5.05747 -5.43831 0.35
H -1.00295 -4.59187 -4.12357 -0.03
H -1.10693 -3.56967 -5.64180 0.04
H -3.98449 -0.21907 -4.20256 0.31
H -4.90829 -1.42586 -4.02083 0.33
C 2.04008 -7.59597 -3.24625 -0.93
C 0.92502 -8.28281 -2.34346 0.41
C -0.19249 -7.28129 -1.93177 -0.31
O 0.48041 -6.39870 -1.04942 -0.21
C -0.37551 -5.37036 -0.43937 -0.48
N 0.44444 -9.33954 -3.26294 -0.82
H 2.24040 -6.61437 -2.81679 -0.12
H 1.50699 -7.35960 -4.16714 0.32
H 2.86658 -8.22950 -3.56818 0.37
H 1.35797 -8.76009 -1.46434 0.29
H -0.96107 -7.83999 -1.39771 0.38
H -0.59674 -6.74243 -2.78869 -0.03
H -1.05892 -5.83704 0.27004 0.41
H -1.01226 -4.92404 -1.20321 0.11
H 0.23938 -4.55621 -0.05575 -0.04
H -0.01041 -8.83291 -4.00896 0.30
H 1.26235 -9.77765 -3.66190 0.31
C 2.79404 5.00752 0.97407 -1.44
C 1.60439 4.80921 0.02562 1.71
C 1.85116 5.17355 -1.47370 -0.64
O 2.25689 6.51168 -1.75564 -0.50
C 1.25692 7.56301 -1.64140 -0.66
N 1.25231 3.42161 0.11972 0.66
H 3.66761 4.52912 0.53120 0.08
H 2.66002 4.45316 1.90295 0.28
H 3.09530 6.04694 1.10425 0.46
H 0.78434 5.43624 0.37557 -0.36
H 0.97964 4.89867 -2.06784 0.27
H 2.61773 4.49850 -1.85418 0.19
H 1.66459 8.49962 -2.02174 0.36
H 0.88163 7.65025 -0.62177 0.29
H 0.45446 7.37586 -2.35493 0.19
H 1.98509 2.96434 0.64319 -0.38
H 1.19649 2.84798 -0.70969 -0.49
C 7.36866 -1.38477 0.77168 -1.77
C 6.14476 -2.22246 1.14097 0.94
C 5.48801 -3.00866 -0.06759 -0.54
O 4.34832 -3.82396 0.36329 -0.29
C 3.77157 -4.69706 -0.57302 -0.85
N 6.63384 -3.19429 2.10124 -0.71
H 7.17031 -0.60329 0.03817 0.33
H 8.17191 -1.91152 0.25648 0.42
H 7.71191 -0.94313 1.70722 0.34
H 5.47381 -1.55110 1.67686 -0.15
H 6.20310 -3.77446 -0.36806 0.57
H 5.21143 -2.44292 -0.95728 0.15
H 3.56968 -4.33530 -1.58122 0.14
H 2.83903 -5.06556 -0.14560 0.29
H 4.30466 -5.61695 -0.81324 0.51
H 7.05523 -3.96235 1.59864 0.33
H 5.76269 -3.60020 2.41177 0.34
C 5.19068 -0.90605 -5.39972 -0.92
C 4.48738 -0.61039 -6.75821 0.27
C 2.92294 -0.89353 -6.77017 -0.06
O 2.55442 -2.28277 -6.61276 -0.21
C 1.13984 -2.34459 -6.97459 -0.88
N 4.76677 0.74552 -7.12442 -0.69
H 6.24147 -0.63280 -5.49605 0.56
H 5.06695 -1.96867 -5.19083 -0.10
H 4.67868 -0.34194 -4.62015 0.12
H 4.89944 -1.31627 -7.47935 0.27
H 2.43784 -0.48147 -7.65504 0.58
H 2.39449 -0.36858 -5.97438 -0.36
H 0.85319 -3.37056 -6.74368 0.25
H 0.90289 -2.16468 -8.02320 0.40
H 0.53331 -1.78102 -6.26564 0.25
H 4.27503 1.04620 -7.95381 0.23
H 5.75292 0.84457 -7.31880 0.26
C 3.81131 -5.10490 -5.08174 -0.86
C 5.06005 -5.04389 -5.95715 0.72
C 5.75576 -6.37506 -6.12852 -1.18
O 5.91618 -7.07585 -4.83177 -0.31
C 7.17868 -6.77199 -4.24335 -0.72
N 4.61555 -4.43215 -7.20767 -0.72
H 4.03879 -5.44739 -4.07225 0.34
H 3.10381 -5.75057 -5.60198 0.31
H 3.27123 -4.17507 -4.90337 0.00
H 5.76122 -4.38676 -5.44273 0.15
H 6.69111 -6.26720 -6.67768 0.44
H 5.20918 -7.17195 -6.63282 0.34
H 7.28909 -5.68982 -4.17388 0.28
H 8.04765 -7.17437 -4.76400 0.31
H 7.29694 -7.20471 -3.24994 0.27
H 3.86629 -3.77676 -7.03687 0.32
H 4.06143 -5.16494 -7.62729 0.38
C -2.58344 -0.30788 7.25302 -1.34
C -1.34622 -0.99836 6.78941 0.89
C -1.57687 -2.46901 6.24968 -0.55
O -1.98180 -3.27382 7.35041 -0.38
C -2.41861 -4.57569 6.94139 -0.83
N -0.68659 -0.15495 5.77792 0.92
H -3.22588 0.03076 6.44018 -0.04
H -2.42063 0.57506 7.87109 0.31
H -3.15601 -1.00036 7.87005 0.50
H -0.60887 -0.99693 7.59217 0.30
H -0.69485 -2.87364 5.75328 0.39
H -2.36992 -2.44071 5.50244 0.14
H -2.32353 -5.29253 7.75699 0.31
H -1.77682 -5.04430 6.19533 0.32
H -3.40104 -4.63342 6.47277 0.30
H -0.50621 0.75365 6.18043 -0.52
H 0.18291 -0.55730 5.45825 -0.28
C -2.26283 6.53242 -1.56194 -1.08
C -3.01664 6.35510 -0.22247 0.22
C -3.83058 5.05784 -0.12286 0.07
O -4.73144 5.38767 0.93980 -0.52
C -5.85625 4.53021 1.17250 0.15
N -2.03275 6.31330 0.88819 -0.48
H -1.58214 7.38366 -1.54883 0.36
H -2.93074 6.77059 -2.38974 0.53
H -1.62119 5.69835 -1.84606 -0.16
H -3.75177 7.15987 -0.21666 0.39
H -3.26904 4.13541 0.02509 -0.20
H -4.35622 4.98495 -1.07496 0.44
H -6.27096 4.19437 0.22207 -0.09
H -6.62694 5.06513 1.72749 0.35
H -5.45757 3.73790 1.80606 -0.17
H -1.44593 5.51637 0.68657 -0.31
H -2.48172 6.00692 1.73945 0.38

Record 6
9
Properties=species:S:1:pos:R:3:mulliken_charge:R:1 method="wB97M-V/def2-TZVPD" homo_lumo_gap_ev=6.48 charge=-2 relative_energy_ev=0.0000 lumo_ev=5.700
C 0.05304 3.02745 -0.68633 0.17
N 0.77517 -0.31374 0.02107 -0.41
N 1.00131 2.91466 -0.05161 -0.52
O 0.24337 -2.08940 1.89810 -0.66
O -0.45815 -2.66551 -0.46555 -0.56
S -1.25241 3.27006 -1.50831 -0.64
S 0.76804 -1.77302 0.53111 0.23
H 0.16693 0.38306 0.30433 0.16
H -1.29730 -2.75355 -0.04280 0.23